(1)
{
  "formula": "C32H25F9IrN2O6S4",
  "method": "wB97M-V/def2-TZVPD",
  "total_charge": -1,
  "total_energy_ev": -119492.19719,
  "multiplicity": 5,
  "s_squared": 6.09,
  "largest_force_ev_per_a": 0.62,
  "e_lumo_ha": [0.0833, 0.0311],
  "symbols": ["Ir", "S", "S", "S", "S", "F", "F", "F", "F", "F", "F", "F", "F", "F", "O", "O", "O", "O", "O", "O", "N", "N", "C", "C", "C", "C", "C", "C", "C", "C", "C", "C", "C", "C", "C", "C", "C", "C", "C", "C", "C", "C", "C", "C", "C", "C", "C", "C", "C", "C", "C", "C", "C", "C", "H", "H", "H", "H", "H", "H", "H", "H", "H", "H", "H", "H", "H", "H", "H", "H", "H", "H", "H", "H", "H", "H", "H", "H", "H"],
  "coordinates": [[1.394, -0.222, 0.235], [-0.468, -3.424, -1.564], [-0.241, 1.355, 2.523], [-3.008, -1.971, 1.417], [2.403, -3.297, 1.148], [4.563, -0.139, -1.976], [1.107, 0.546, -4.002], [4.199, -2.221, -3.898], [2.961, 1.296, -2.248], [2.375, -3.280, -3.431], [3.770, -2.788, -1.862], [0.359, -1.456, -3.787], [3.948, 0.445, -3.962], [2.018, -1.074, -5.114], [1.736, -1.121, -1.590], [-0.362, -1.250, 0.303], [4.709, 1.332, 1.884], [0.048, 2.517, 3.333], [-0.887, 0.234, 3.147], [3.294, 0.454, 0.401], [-0.313, 1.097, -1.236], [1.157, 0.895, 1.820], [1.327, -1.971, 3.045], [2.688, -2.145, 3.403], [3.220, -2.336, -2.984], [2.385, 1.516, 2.341], [-0.297, -2.440, 1.063], [-3.569, 2.620, -0.858], [-1.485, -2.503, 2.008], [0.309, 3.300, -1.947], [-3.815, -2.489, 2.836], [-1.277, 1.893, 1.205], [-0.252, 2.479, -1.014], [-2.505, 1.318, 1.088], [-1.779, 4.112, 0.175], [2.454, -0.990, -2.715], [-0.615, -4.955, 0.464], [-1.128, 5.434, -0.108], [-2.951, -3.046, 3.725], [3.388, -2.840, 2.460], [-3.496, 1.585, 0.122], [3.503, 0.170, -2.715], [0.463, 4.700, -1.891], [1.482, -0.753, -3.928], [-2.814, 3.748, -0.856], [-0.698, -5.093, -1.837], [3.582, 1.075, 1.512], [-0.447, -3.642, 0.129], [1.020, -2.519, 1.830], [-4.615, 2.430, -1.932], [-0.728, 2.980, 0.333], [-0.140, 5.638, -1.017], [-0.750, -5.797, -0.670], [-1.610, -3.061, 3.242], [-2.971, 4.466, -1.654], [0.728, 2.812, -2.820], [1.110, 5.123, -2.650], [-0.647, -5.299, 1.489], [0.211, 6.660, -1.126], [0.607, -1.407, 3.621], [2.566, 1.258, 3.384], [-1.483, 6.285, 0.462], [3.131, -1.752, 4.307], [4.438, -3.086, 2.461], [-2.284, 4.190, 1.144], [-4.875, -2.327, 2.950], [-0.127, 0.821, -2.190], [-4.312, 0.869, 0.101], [-4.455, 1.495, -2.473], [-2.709, 0.508, 1.779], [-1.113, 0.611, -0.846], [0.134, 3.420, 0.844], [2.329, 2.605, 2.284], [-5.615, 2.386, -1.494], [-0.769, -5.471, -2.844], [-0.885, -6.869, -0.617], [-0.777, -3.475, 3.791], [-3.246, -3.421, 4.695], [-4.593, 3.248, -2.651]],
  "atomic_forces_ev_per_a": [[0.049, 0.357, -0.504], [-0.021, 0.065, -0.006], [-0.026, 0.063, -0.014], [-0.019, -0.228, -0.034], [-0.067, 0.010, -0.071], [-0.004, 0.006, -0.051], [0.022, -0.020, -0.005], [-0.003, 0.006, -0.026], [0.002, -0.003, 0.081], [-0.014, -0.005, 0.023], [0.020, -0.001, 0.026], [0.027, 0.009, -0.058], [-0.031, -0.024, 0.023], [-0.023, 0.041, 0.017], [-0.250, 0.178, 0.053], [0.278, -0.111, 0.057], [-0.087, 0.009, -0.064], [0.014, -0.004, -0.018], [-0.051, 0.020, 0.144], [-0.180, -0.111, -0.095], [0.066, 0.214, 0.113], [-0.015, 0.184, -0.129], [0.000, 0.055, -0.018], [0.014, 0.002, -0.025], [-0.032, 0.038, 0.085], [-0.096, -0.052, -0.002], [-0.016, 0.066, -0.010], [-0.016, -0.009, -0.004], [-0.004, -0.029, 0.012], [0.018, 0.071, 0.001], [-0.011, 0.004, 0.025], [0.069, -0.061, -0.130], [-0.037, -0.221, 0.000], [0.010, 0.092, 0.095], [-0.010, 0.030, 0.001], [0.166, -0.116, 0.000], [0.061, -0.005, 0.013], [-0.011, 0.002, 0.022], [0.027, 0.020, -0.002], [0.042, 0.033, 0.014], [0.044, 0.011, 0.038], [-0.020, 0.019, 0.006], [0.007, -0.003, 0.009], [0.001, -0.010, 0.034], [0.003, 0.019, 0.005], [0.003, -0.012, -0.014], [0.103, 0.029, 0.105], [0.039, -0.025, 0.074], [-0.173, -0.414, 0.213], [0.003, 0.004, 0.007], [-0.017, -0.055, -0.029], [0.010, -0.009, -0.019], [-0.023, 0.000, 0.007], [-0.055, -0.055, -0.014], [0.008, -0.005, -0.002], [0.013, -0.017, -0.028], [0.008, -0.003, 0.002], [0.005, 0.007, -0.007], [-0.003, 0.000, -0.002], [0.038, -0.048, -0.016], [0.008, -0.056, 0.010], [-0.007, -0.007, -0.009], [-0.001, -0.015, -0.004], [-0.017, -0.009, 0.016], [-0.003, -0.002, 0.007], [0.010, -0.005, 0.008], [0.046, -0.026, 0.060], [-0.004, -0.016, 0.004], [0.005, 0.005, 0.000], [0.014, 0.173, -0.069], [0.089, -0.050, 0.074], [0.029, -0.020, -0.026], [-0.025, 0.003, 0.038], [0.002, -0.006, -0.003], [0.003, -0.005, 0.021], [0.005, 0.010, -0.006], [0.006, 0.013, -0.015], [-0.008, 0.004, -0.012], [-0.004, 0.002, 0.002]],
  "mulliken_charge": [3.2929, 0.1025, 1.0907, -0.1800, -0.0199, -0.2526, -0.2109, -0.2763, -0.1232, -0.2348, -0.2030, -0.2196, -0.3006, -0.2918, -1.2458, -0.9550, -0.7614, -0.8080, -0.7706, -0.6765, -0.4073, 0.2347, -0.4725, -0.9016, 0.3390, -0.2916, 3.4564, 1.7555, -0.5484, -0.5358, -0.5497, -1.0834, 0.5868, -0.6630, 0.1980, 1.2979, -0.6001, -1.2018, -0.8248, -0.6218, -1.0535, 0.0892, -0.8035, -0.0186, -0.9515, -0.6296, 0.2175, -0.9924, -0.8663, -1.9774, 0.3152, -0.4848, -0.8020, -0.1303, 0.2413, 0.3974, 0.4045, 0.5481, 0.3763, 0.6811, 0.3806, 0.4210, 0.4390, 0.4614, 0.5344, 0.4743, -0.0140, 0.3546, 0.3534, 1.1396, -0.0207, 0.7881, 0.3460, 0.4023, 0.4792, 0.3999, 0.5889, 0.4053, 0.3835]
}

***

(2)
{
  "formula": "C32H25IrN2S4",
  "method": "wB97M-V/def2-TZVPD",
  "total_energy_ev": -82748.88880,
  "largest_force_ev_per_a": 3.87,
  "e_lumo_ha": -0.0147,
  "de_lowest_ev": 3.1469,
  "symbols": ["Ir", "S", "S", "S", "S", "N", "N", "C", "C", "C", "C", "C", "C", "C", "C", "C", "C", "C", "C", "C", "C", "C", "C", "C", "C", "C", "C", "C", "C", "C", "C", "C", "C", "C", "C", "C", "C", "C", "C", "H", "H", "H", "H", "H", "H", "H", "H", "H", "H", "H", "H", "H", "H", "H", "H", "H", "H", "H", "H", "H", "H", "H", "H", "H"],
  "coordinates": [[-0.808, -0.037, -0.371], [0.220, 2.312, -0.550], [-2.528, 0.809, 1.109], [0.761, -0.664, -2.335], [-2.327, -2.048, -0.652], [-1.974, 0.573, -2.164], [1.325, -0.224, 0.162], [3.312, -0.141, -1.420], [-2.087, 0.947, -4.896], [-2.546, -0.225, -4.326], [5.442, -0.736, 2.520], [-5.087, 0.054, 1.484], [0.299, -0.562, 4.689], [-3.797, -1.500, 0.206], [1.204, -0.259, 3.683], [1.922, 0.235, -1.097], [-4.893, -2.360, 0.159], [3.713, 1.980, -2.528], [1.911, -0.366, 1.305], [4.106, 0.665, -2.168], [-3.857, -0.290, 0.897], [2.500, 2.467, -2.080], [5.207, 1.460, 1.572], [-1.079, 2.793, -1.788], [3.873, 1.209, 1.301], [4.107, -0.991, 2.253], [-1.567, 1.930, -4.073], [1.078, -0.856, 2.430], [-1.551, 1.725, -2.704], [-0.712, -1.483, 4.462], [-0.803, -2.128, 3.237], [5.996, 0.487, 2.168], [0.082, -1.810, 2.222], [-2.442, -0.389, -2.951], [3.319, -0.030, 1.624], [-6.086, -2.009, 0.756], [1.635, 1.675, -1.341], [-2.847, -1.710, -2.368], [-6.179, -0.783, 1.412], [6.048, -1.490, 3.005], [5.080, 0.302, -2.474], [1.985, 0.471, 3.853], [-2.405, -2.508, -2.965], [-6.933, -2.681, 0.715], [-2.955, -1.020, -4.934], [5.637, 2.416, 1.304], [-5.149, 1.003, 2.001], [0.376, -0.070, 5.650], [4.369, 2.608, -3.115], [-3.931, -1.818, -2.382], [0.040, -2.332, 1.275], [-4.797, -3.312, -0.351], [-2.120, 1.086, -5.968], [-1.182, 2.852, -4.483], [-7.112, -0.488, 1.875], [-1.435, -1.695, 5.240], [7.040, 0.685, 2.373], [3.673, -1.951, 2.505], [-1.888, 3.107, -1.124], [-0.702, 3.652, -2.339], [3.252, 1.973, 0.855], [3.627, -1.134, -1.123], [-1.575, -2.869, 3.068], [2.217, 3.492, -2.299]],
  "atomic_forces_ev_per_a": [[0.390, 1.091, -3.696], [-0.607, -2.044, -0.321], [0.833, -0.003, 0.081], [-1.225, -0.420, 1.712], [0.961, 1.340, 0.367], [0.145, -0.431, 0.884], [-0.713, -0.227, 1.672], [0.251, 0.097, 0.264], [0.012, -0.088, 0.049], [-0.051, 0.161, -0.028], [0.032, -0.010, 0.017], [-0.084, -0.038, 0.028], [-0.020, -0.012, 0.052], [0.050, -0.075, 0.088], [-0.034, 0.024, -0.077], [-0.187, 0.078, -1.496], [-0.066, -0.088, 0.035], [-0.080, 0.394, -0.295], [-0.483, -0.036, -0.445], [-0.258, -0.062, 0.345], [0.156, -0.030, -0.136], [0.433, -0.061, 0.090], [0.048, 0.058, 0.043], [0.213, 0.019, 0.302], [-0.179, -0.045, 0.098], [-0.081, -0.032, -0.056], [-0.148, -0.037, 0.002], [-0.235, 0.070, 0.044], [0.007, 0.304, -0.113], [-0.027, 0.024, 0.038], [0.001, -0.002, -0.057], [-0.018, -0.010, 0.046], [0.228, -0.128, 0.110], [-0.167, -0.048, -0.116], [0.326, -0.029, -0.326], [-0.021, -0.110, -0.076], [0.364, 0.588, 1.029], [0.242, -0.203, 0.160], [0.089, 0.074, 0.023], [0.007, -0.011, -0.033], [0.013, -0.017, 0.019], [-0.004, 0.002, 0.003], [-0.032, 0.008, -0.033], [-0.003, 0.008, -0.008], [0.039, -0.032, 0.015], [-0.028, 0.016, 0.015], [-0.036, -0.012, 0.018], [0.014, 0.010, -0.009], [-0.017, -0.021, -0.003], [-0.002, -0.062, -0.043], [-0.057, 0.059, -0.068], [-0.011, -0.005, 0.000], [0.010, -0.003, -0.004], [0.003, 0.019, 0.040], [0.004, 0.007, 0.012], [0.033, -0.037, 0.019], [0.001, 0.004, -0.014], [0.009, 0.015, 0.048], [-0.053, 0.034, -0.071], [-0.049, 0.025, -0.018], [0.039, -0.035, -0.181], [-0.008, -0.041, -0.078], [0.008, -0.005, 0.002], [0.021, 0.022, 0.031]],
  "mulliken_charge": [1.1091, -0.1564, -0.4759, -0.3709, -0.2583, 0.0702, -0.2271, -0.8914, -0.5691, -0.8980, -0.7260, -0.7465, -0.7459, 0.0772, -0.4047, 0.7533, -0.6113, -0.8951, 0.3454, -0.7185, 0.8701, -0.5697, -0.7913, -0.9041, 0.0823, -0.2378, -0.9659, -0.2157, 0.8277, -0.4580, -0.7115, -0.4081, -0.5845, 0.4283, 0.2761, -0.6571, 0.5222, -0.9457, -0.5745, 0.4003, 0.4523, 0.4624, 0.5216, 0.3915, 0.4902, 0.4288, 0.4527, 0.4059, 0.3664, 0.5705, 0.7031, 0.4901, 0.4226, 0.3966, 0.3774, 0.4042, 0.3941, 0.4737, 0.3829, 0.5222, 0.4485, 0.5952, 0.4160, 0.3879]
}

***

(3)
{
  "formula": "C32H25MnN5O2PS2",
  "method": "wB97M-V/def2-TZVPD",
  "total_energy_ev": -107411.83844,
  "multiplicity": 5,
  "s_squared": 6.28,
  "largest_force_ev_per_a": 1.18,
  "e_lumo_ha": [-0.0466, -0.0463],
  "de_lowest_ev": 0.1145,
  "symbols": ["Mn", "S", "S", "P", "O", "O", "N", "N", "N", "N", "N", "C", "C", "C", "C", "C", "C", "C", "C", "C", "C", "C", "C", "C", "C", "C", "C", "C", "C", "C", "C", "C", "C", "C", "C", "C", "C", "C", "C", "C", "C", "C", "C", "H", "H", "H", "H", "H", "H", "H", "H", "H", "H", "H", "H", "H", "H", "H", "H", "H", "H", "H", "H", "H", "H", "H", "H", "H"],
  "coordinates": [[-0.568, -0.629, -1.125], [0.244, 1.939, -2.414], [-0.520, -1.786, 0.824], [-2.060, 0.768, 0.023], [-1.801, -2.316, -2.288], [0.592, 2.402, -1.073], [1.535, -1.473, 2.396], [-0.404, 0.613, -2.573], [2.841, -1.369, 2.717], [1.399, -0.913, -1.055], [1.980, -1.021, 0.137], [3.945, -3.060, 1.300], [-3.411, 4.599, -0.407], [-4.684, -2.095, -1.140], [-3.564, -1.308, -0.893], [3.975, -1.990, 2.192], [-2.636, 2.343, -0.669], [2.316, -0.826, -2.103], [5.131, -3.640, 0.889], [-2.427, 0.604, 2.801], [1.181, -1.382, 1.120], [6.383, -2.133, 2.259], [-4.836, 0.189, 0.484], [1.912, -1.161, -3.393], [-5.881, -1.736, -0.549], [-2.043, 0.861, 4.106], [-2.949, 2.399, -2.024], [-3.479, 3.554, -2.567], [6.357, -3.184, 1.353], [2.807, -1.089, -4.443], [-3.620, -0.183, -0.075], [-5.953, -0.597, 0.252], [3.632, -0.425, -1.879], [-0.522, 1.852, 2.001], [4.518, -0.357, -2.936], [5.204, -1.542, 2.675], [-0.903, 1.608, 4.361], [4.117, -0.685, -4.224], [-0.144, 2.100, 3.310], [-2.875, 3.444, 0.140], [-1.671, 1.107, 1.748], [-3.708, 4.659, -1.757], [-2.240, -1.533, -1.489], [-2.634, 3.413, 1.195], [-4.605, -2.959, -1.784], [0.891, -1.491, -3.569], [5.091, -4.463, 0.190], [-3.712, 3.591, -3.619], [-6.766, -2.327, -0.719], [-4.120, 5.564, -2.180], [3.945, -0.181, -0.874], [0.752, 2.670, 3.504], [-0.598, 1.792, 5.381], [2.950, -1.054, 3.675], [-6.898, -0.316, 0.694], [-3.296, -0.011, 2.614], [2.479, -1.357, -5.437], [7.276, -3.646, 1.022], [5.231, -0.711, 3.367], [7.325, -1.761, 2.637], [-2.628, 0.465, 4.922], [-3.588, 5.453, 0.227], [5.534, -0.042, -2.749], [3.006, -3.441, 0.929], [-2.787, 1.534, -2.658], [-4.915, 1.087, 1.083], [4.818, -0.640, -5.043], [0.080, 2.224, 1.180]],
  "atomic_forces_ev_per_a": [[1.122, 0.092, 0.351], [0.092, 0.122, -0.458], [-0.248, 0.068, -0.205], [-0.381, -0.101, 0.115], [-0.469, 0.280, 0.184], [0.018, -0.037, 0.251], [-0.176, -0.171, 0.062], [-0.143, 0.215, -0.206], [0.020, 0.580, 0.483], [-0.326, -0.052, 0.266], [0.045, -0.343, 0.213], [-0.163, 0.123, 0.004], [-0.007, 0.061, -0.018], [-0.022, 0.072, 0.054], [0.083, -0.042, -0.099], [0.046, -0.078, -0.090], [0.075, -0.129, -0.008], [0.057, 0.079, -0.223], [0.141, 0.025, -0.025], [-0.030, -0.043, -0.003], [0.085, -0.019, 0.249], [-0.023, -0.040, -0.038], [0.060, -0.012, 0.005], [-0.201, -0.056, -0.054], [0.121, 0.077, 0.012], [0.030, 0.020, -0.011], [-0.148, -0.137, -0.137], [0.003, 0.061, 0.098], [-0.048, -0.018, 0.025], [0.121, 0.042, -0.043], [0.016, -0.067, 0.042], [-0.022, -0.051, -0.027], [0.105, 0.039, 0.045], [0.073, 0.031, -0.065], [0.020, 0.004, -0.117], [0.092, 0.002, -0.074], [0.002, -0.014, -0.039], [-0.079, -0.044, 0.032], [0.002, 0.005, 0.061], [0.107, 0.074, 0.128], [-0.031, 0.034, -0.053], [-0.010, -0.008, -0.075], [-0.040, -0.578, -0.231], [-0.006, -0.015, -0.004], [0.011, -0.049, -0.033], [0.143, 0.039, 0.046], [0.011, -0.082, -0.059], [-0.044, 0.016, -0.143], [-0.112, -0.076, -0.017], [-0.013, 0.036, -0.018], [-0.001, -0.006, -0.020], [0.064, 0.036, 0.018], [0.020, 0.029, 0.078], [-0.079, -0.257, -0.281], [-0.065, 0.015, 0.020], [0.002, -0.004, -0.014], [-0.007, -0.024, -0.074], [0.040, -0.017, -0.029], [-0.017, 0.057, 0.045], [0.057, 0.006, 0.022], [-0.041, -0.035, 0.071], [-0.025, 0.100, 0.060], [0.109, 0.021, 0.003], [-0.095, 0.052, -0.015], [0.017, 0.053, 0.033], [0.005, 0.025, 0.031], [0.071, 0.024, -0.094], [-0.013, -0.013, -0.009]],
  "mulliken_charge": [-0.6342, 0.2362, -0.4802, 2.2511, -0.6006, -0.4614, -0.9692, -0.2126, 0.1210, 0.0823, -0.1646, -0.1187, -0.6763, -0.6924, -0.2294, 0.6628, 0.5946, -0.0053, -0.6328, -0.7531, 0.8211, -0.4635, -0.1550, 0.0757, -0.5952, -0.6365, -0.5535, -0.8387, -0.5902, -0.6997, 0.3381, -0.7350, -0.3484, -0.3052, -0.6138, -0.4838, -0.5835, -0.5300, -0.7264, -0.5691, 0.2854, -0.5191, 0.8597, 0.3858, 0.5370, 0.2702, 0.3856, 0.4462, 0.4235, 0.3962, 0.4229, 0.4328, 0.3886, 0.2617, 0.4317, 0.4614, 0.3952, 0.3909, 0.3538, 0.3611, 0.4150, 0.4353, 0.3883, 0.3828, 0.4272, 0.5764, 0.3821, 0.4979]
}